Here is a molecular structure, C34H42Cl3NNiO5PSSi3 from the OMol25 dataset. Energies are from wB97M-V/def2-TZVPD.

ORCA input file:
```
! wB97M-V def2-TZVPD RIJCOSX def2/J DEFGRID3
* xyz -1 1
H 3.21 -1.93 2.43
H 3.62 1.67 3.58
C -2.77 -1.28 1.30
N 1.18 -2.14 0.37
H -3.01 -3.86 0.40
H 5.21 -2.48 -1.33
C 1.73 -4.86 0.10
S -3.28 1.91 -0.84
C 4.10 -1.79 1.81
H -0.96 -6.27 -2.48
C 0.23 2.73 0.72
C 3.50 3.41 0.76
Si 2.37 0.72 -1.89
C -0.85 -2.92 -2.01
C 2.61 0.34 -0.06
H 0.52 0.95 -3.46
C -0.51 3.56 1.85
C -5.36 -1.61 -2.82
H 3.63 2.83 -2.17
H 4.80 -1.15 2.35
C 2.35 -2.56 -0.18
H -6.74 -0.15 -3.59
H 1.93 -5.92 -0.03
Cl -1.91 4.38 1.17
H 4.75 1.47 -2.21
H 3.41 -1.45 -2.89
H 3.49 3.69 -0.29
O 0.80 3.37 -0.14
C -4.04 -1.84 1.48
H 5.77 0.27 1.17
H 1.67 -1.58 -2.67
C -3.56 -0.77 -1.42
C -2.06 -5.18 -0.99
C -1.73 -2.79 -0.95
H 0.85 2.50 -2.67
H -0.50 -2.72 1.42
H 4.43 3.78 1.21
Ni 0.70 -0.19 0.27
H -4.28 -1.64 4.85
C 0.75 1.43 -2.51
O -2.89 1.32 0.45
H 5.22 -0.80 -1.86
H -0.37 -2.03 -2.41
H -2.07 -0.57 4.54
H 2.63 0.29 3.09
Si 3.63 -1.20 0.07
H 6.07 -1.27 -0.39
C 5.17 -1.45 -0.98
C -1.17 -5.30 -2.05
H 3.76 1.85 -3.63
C -4.07 0.51 -1.62
C 5.36 1.26 1.00
H 5.70 1.60 0.01
Si 3.47 1.56 1.08
H -0.13 1.32 -1.87
C -3.86 -1.54 3.86
O -4.30 2.94 -0.76
C -2.09 -0.81 2.41
O 0.19 1.48 0.93
C 2.61 -3.91 -0.38
C -5.86 -0.33 -2.99
H 4.57 -2.78 1.68
O -2.15 2.21 -1.70
H -5.56 1.75 -2.47
H -0.06 -5.12 1.27
H -5.86 -2.46 -3.28
H -2.54 -6.07 -0.58
C 2.47 -0.89 -2.92
C -2.33 -3.94 -0.44
C 0.63 -4.43 0.81
Cl -1.01 2.55 3.23
H 0.13 -4.24 -3.39
C 2.88 1.33 2.85
H 2.31 -0.59 -3.96
C -5.21 0.73 -2.38
C -0.57 -4.16 -2.56
H 3.54 -4.19 -0.86
H -4.62 -2.14 0.62
C 3.77 1.81 -2.53
H -3.87 -2.84 -1.96
H 5.82 1.93 1.73
Cl 0.60 4.82 2.49
C -2.62 -0.95 3.69
P -2.04 -1.05 -0.37
C 0.38 -3.07 0.90
H -5.56 -2.41 2.88
C -4.22 -1.82 -2.05
H 1.97 1.92 2.99
H -1.16 -0.28 2.31
C -4.57 -1.98 2.76
H 2.68 3.93 1.25
*
```

Summary:
M: 857.1 u
DFT total energy: -6248.86189 hartree
gap between HOMO and LUMO (alpha / beta): 8.04 / 8.04 eV